Formula: C17H19ClN2OS
Source: the OMol25 dataset
Level of theory: the ωB97M-V functional and the def2-TZVPD basis

Structure (XYZ):
```
41
Properties=species:S:1:pos:R:3:forces:R:3
C -5.77818 -0.17617 1.82521 -0.19 -0.11 -0.12
C -4.53655 0.51319 2.24216 0.40 0.18 -0.82
N -4.19119 0.74733 3.45355 -0.70 -0.37 0.60
C -3.00343 1.39120 3.54030 0.54 0.34 -0.54
C -2.39287 1.67991 2.35868 -0.23 -0.07 -0.05
S -3.37641 1.09265 1.05179 -0.18 -0.03 0.83
C -1.05780 2.31830 2.13363 0.05 0.03 0.01
N 0.05896 1.38994 2.07746 0.07 0.06 -0.06
C 0.00841 0.48322 0.94977 0.26 0.05 -0.10
H -0.24939 1.05280 0.05249 -0.06 0.00 -0.02
C 1.38433 -0.18456 0.78219 -0.32 -0.38 0.16
C 1.32644 -1.10156 -0.42391 0.07 0.25 0.27
O 0.86475 -2.21758 -0.34884 0.01 -0.03 -0.01
C 1.85616 -0.57712 -1.71388 0.13 -0.09 -0.58
C 2.20613 -1.51682 -2.68294 -0.02 0.05 0.03
C 2.71359 -1.10000 -3.89903 -0.08 0.18 0.21
C 2.86430 0.25019 -4.17926 -0.03 -0.06 0.03
C 2.49773 1.18202 -3.22306 0.02 0.04 -0.07
C 2.00367 0.77961 -1.99499 -0.04 -0.18 0.12
H 1.71842 1.52650 -1.27141 0.00 0.08 0.12
H 2.60364 2.23421 -3.44029 0.00 0.08 -0.02
H 3.25945 0.56346 -5.13268 0.04 0.01 -0.09
Cl 3.16357 -2.27237 -5.08552 0.06 -0.14 -0.14
H 2.07694 -2.56542 -2.46258 0.00 -0.08 -0.01
C 1.69841 -0.97272 2.05559 0.11 0.19 -0.01
C 1.63764 -0.03405 3.25410 -0.21 -0.09 0.01
C 0.28135 0.66261 3.31353 0.28 0.00 0.11
H 0.26725 1.37862 4.13881 -0.06 -0.03 0.02
H -0.50868 -0.08680 3.49457 0.01 0.06 0.02
H 1.80231 -0.58904 4.17855 0.04 0.01 0.03
H 2.41859 0.72306 3.16282 0.04 0.04 0.08
H 2.68824 -1.42637 1.97669 -0.02 -0.08 0.00
H 0.96736 -1.77585 2.16521 0.03 -0.04 -0.04
H 2.13986 0.59151 0.64639 -0.06 0.00 -0.06
H -0.74654 -0.31098 1.07806 0.03 0.04 -0.05
H -1.07016 2.87823 1.19394 0.03 0.07 0.12
H -0.85975 3.01845 2.95124 -0.05 0.01 -0.11
H -2.62178 1.64356 4.51330 0.17 0.10 0.15
H -6.38006 0.47381 1.19129 -0.09 -0.02 -0.02
H -6.34832 -0.44614 2.70993 -0.02 -0.01 0.01
H -5.54245 -1.07598 1.25829 -0.06 -0.06 -0.01
```
Positions in Å, forces in eV/Å.

Properties
- 2S+1 = 1
- SMILES string = Cc1ncc(CN2CCC[C@@H](C(=O)c3cccc(Cl)c3)C2)s1
- E_HOMO (eV) = -8.7
- Kohn-Sham gap (eV) = 8.85

Mulliken atomic charge list, values in e, 2 entries: -1.1056 0.6644